Entry 1:
Molecular formula: C61H63GeLiN3O4P2S
Method: DFT, ωB97M-V/def2-TZVPD

Cartesian coordinates (Å):
Ge: 3.7738 -1.3650 -0.2059
S: -3.2510 5.4032 3.5798
P: -2.6378 0.7596 0.3284
P: 0.0834 1.3881 0.3655
O: -6.6957 -1.1363 -4.9666
O: -2.2360 -2.0578 -1.0929
O: -3.1544 -3.7919 -2.1566
O: -5.7668 0.9444 -5.3510
N: 1.2921 -5.2896 0.0400
N: -0.1065 -3.2479 0.3686
N: -1.6248 2.0702 0.6698
C: 4.3382 -0.4189 1.4924
C: 3.7708 -0.8318 2.7038
C: 0.5860 -0.1360 0.6944
C: 5.7701 -0.6848 -2.4049
C: 5.8243 -4.8511 1.3207
C: 4.8723 1.9171 -2.6866
C: 4.9717 -3.0274 -0.0750
C: 1.3432 -4.4673 -1.2146
C: 6.3164 0.1379 -3.3847
C: -5.5043 -1.0239 -4.2787
C: -0.6061 2.7123 -2.0587
C: 0.8005 0.7726 -2.2259
C: 0.9608 -3.2475 1.3586
C: 1.4537 2.6927 2.3896
C: -3.7556 0.5975 -3.9545
C: -5.5628 3.1731 -1.2855
C: 2.8742 4.6172 2.1540
C: 5.7777 -5.7402 0.2535
C: -3.0118 4.0643 4.7726
C: 0.9168 0.9744 -3.5953
C: -4.3248 0.6834 2.6762
C: -6.8486 0.0819 -5.6831
C: -3.7181 -0.5185 4.6717
C: -4.5842 0.3266 3.9936
C: 0.0365 1.6372 -1.4434
C: 5.1374 0.7263 1.5424
C: 4.3311 1.0852 -1.7164
C: -4.8956 -1.9556 -3.4812
C: -3.1967 0.2033 2.0126
C: 1.6640 3.7611 0.2567
C: 5.3589 1.4175 2.7284
C: 4.9674 -3.9472 -1.1379
C: -4.2093 1.4318 -0.3055
C: 1.8610 -4.4900 1.1770
C: 3.9905 -0.1578 3.8987
C: -0.4848 2.9190 -3.4249
C: 4.7864 0.9796 3.9143
C: -4.3610 2.7447 -0.7333
C: 0.2832 2.0528 -4.1949
C: -2.9678 -2.5767 -1.9841
C: -1.9035 2.9877 1.7699
C: 5.4307 -3.5271 1.1536
C: -2.5983 -1.0170 4.0190
C: 0.4636 -3.2256 -0.9785
C: 5.3595 -5.2715 -0.9891
C: 2.3271 3.6139 2.9437
C: -1.6821 5.3452 2.6561
C: 2.5493 4.6794 0.8076
C: -5.2685 0.5370 -0.4815
C: -4.9503 0.2196 -4.5113
C: -3.6818 -1.5890 -2.8864
C: -1.6967 4.4577 1.4187
C: 5.8698 1.4441 -3.5309
C: 1.0852 2.7682 1.0450
C: -6.6182 2.2867 -1.4286
C: -2.3414 -0.6595 2.7035
C: -6.4650 0.9618 -1.0324
C: -0.9626 -4.4107 0.5314
C: 4.7680 -0.2346 -1.5428
C: -3.1292 -0.3367 -3.1236
C: -0.1227 -5.7021 0.3270
Li: -1.0287 -1.1140 -0.2070
H: -1.7706 -4.3465 -0.1996
H: -0.7409 4.5770 0.9056
H: -1.4743 6.3793 2.3807
H: 4.5100 2.9343 -2.7890
H: 1.5406 -2.3369 1.2108
H: 0.3950 2.2273 -5.2583
H: 0.9824 -5.0922 -2.0315
H: 1.3254 -0.0396 -1.7310
H: -5.4621 0.7181 4.4938
H: -0.3577 -3.1905 -1.6899
H: -6.8350 -0.1227 -6.7586
H: 1.8874 -5.1386 2.0533
H: -7.2792 0.2593 -1.1614
H: 1.4250 3.8220 -0.7980
H: -2.4872 4.7888 0.7395
H: 0.5141 -3.2314 2.3547
H: -5.6732 4.2023 -1.6050
H: -0.4717 -6.2861 -0.5239
H: -3.8444 4.1169 5.4725
H: 1.0612 1.8885 3.0024
H: 7.0979 -0.2413 -4.0347
H: -2.9406 2.8553 2.0865
H: 5.9779 2.3082 2.7236
H: 4.6286 -3.6111 -2.1165
H: -7.5560 2.6210 -1.8549
H: -3.3209 1.5698 -4.1432
H: 4.9526 1.5212 4.8386
H: -1.2711 2.7418 2.6347
H: 5.3334 -5.9458 -1.8396
H: 2.9903 5.4420 0.1769
H: 6.1715 -5.1942 2.2899
H: 0.8972 -0.1789 1.7476
H: 1.5257 0.3032 -4.1881
H: -5.1387 -0.5007 -0.1923
H: -0.9059 5.0184 3.3522
H: -7.7914 0.5573 -5.4002
H: -2.1934 -0.0749 -2.6465
H: -3.9119 -0.7828 5.7042
H: 6.1460 -1.6979 -2.3022
H: -1.3906 -4.3931 1.5346
H: -3.5278 3.4298 -0.6383
H: 1.8709 -6.1154 -0.0877
H: 2.5979 3.5367 3.9894
H: -0.1006 -6.3391 1.2112
H: 5.6017 1.0901 0.6328
H: -1.4517 -1.0307 2.2035
H: -3.0110 3.0873 4.2934
H: 3.5303 -0.5120 4.8151
H: 1.0748 -2.3231 -1.0609
H: 5.4728 -2.8574 2.0068
H: -1.2067 3.3815 -1.4553
H: 6.2937 2.0874 -4.2930
H: -0.9898 3.7573 -3.8904
H: 3.5655 5.3329 2.5817
H: -2.0798 4.2118 5.3176
H: 2.3871 -4.2032 -1.3792
H: -1.9170 -1.6776 4.5423
H: 3.5476 1.4715 -1.0683
H: 6.0820 -6.7726 0.3803
H: -5.3223 -2.9326 -3.3012
H: -5.0175 1.3372 2.1591
H: 2.8816 -4.2207 0.9026
H: 3.1305 -1.7105 2.7166

Summary:
E_HOMO, eV: -3.3
Energy, Ha: -5992.84558
Charge: -1
Orbital gap, eV: 4.9

---

Entry 2:
Molecular formula: C61H65Cl4F3N11NiO2
Method: DFT, ωB97M-V/def2-TZVPD

Cartesian coordinates (Å):
Ni: -1.6918 1.9432 -2.9499
Cl: 5.5738 -2.2806 3.7010
Cl: 2.6666 -2.5290 3.3274
Cl: 0.7027 1.0809 5.2066
Cl: 3.5726 0.7548 4.5495
F: 2.5874 0.8383 0.4184
F: 1.3961 2.6571 0.2937
F: 2.5904 2.0066 -1.4374
O: -0.1701 0.2909 0.1415
O: -0.1044 1.1355 -1.9199
N: -3.2666 4.8867 2.9927
N: -5.2676 -1.3201 5.3563
N: 3.1675 -3.6883 -0.1531
N: -5.3885 -4.6370 0.5241
N: -0.2424 2.1921 -4.6940
N: 6.3676 0.3895 0.3155
N: -1.2068 -5.6138 1.2687
N: 6.2348 -1.0124 -3.1852
N: -1.1886 3.9441 -2.2875
N: -3.0493 1.8923 -1.3011
N: -2.1548 -0.0983 -3.5020
C: -0.7901 -4.5197 1.9124
C: 0.3903 5.6744 -1.6905
C: -2.9124 3.7929 3.6931
C: 1.7952 1.7319 -5.8747
C: 2.0663 1.5980 4.2092
C: 0.7072 3.8561 -6.1554
C: -0.6522 6.5671 -1.4972
C: -4.5826 -0.3362 4.7601
C: -5.4472 -3.5302 -0.2572
C: 1.9858 -4.3298 -0.2178
C: -4.3683 1.6352 -1.4381
C: 6.2205 2.2125 1.8359
C: 1.7445 2.9963 -6.4574
C: -3.1955 -0.2713 4.7606
C: 4.2007 -2.0186 2.5967
C: 7.3612 0.1967 2.4909
C: 1.3885 -3.3370 -2.2762
C: -2.6730 -2.8287 -4.0184
C: 2.5839 -2.6362 -2.2415
C: 0.0688 4.3959 -2.1412
C: -1.9689 -6.4720 3.3708
C: 0.7671 1.3751 -5.0193
C: -2.1874 4.8283 -2.1706
C: -2.7475 -2.3176 -2.7263
C: -4.6870 1.5279 0.9418
C: -1.0532 -0.9542 1.8775
C: -0.2649 3.4020 -5.2736
C: 6.7452 -1.0705 -4.4077
C: 0.6665 0.6819 -0.9294
C: -1.4612 4.3737 1.4803
C: -1.0224 -4.3076 3.2640
C: 5.6496 1.2683 -3.6337
C: -1.9406 6.1373 -1.7736
C: -4.8125 -4.4362 1.7189
C: -4.2698 -3.2367 2.1723
C: 7.0639 -0.2989 1.2205
C: 5.9544 1.6240 0.6055
C: -1.8920 2.9347 3.3271
C: 1.0703 -4.2025 -1.2520
C: 1.8102 1.5761 -0.4280
C: -2.4287 -0.9842 -2.5290
C: -1.7706 -6.5661 1.9978
C: -2.5546 5.1267 1.8846
C: -1.1243 3.2596 2.2191
C: 5.6243 0.1392 -2.8374
C: 0.2221 -0.7006 1.0764
C: -2.3876 -1.9202 -5.0364
C: 6.9492 1.4891 2.7602
C: -2.1305 -0.5885 -4.7542
C: -4.9736 -2.2988 0.1122
C: -3.3521 1.8489 1.0760
C: 6.3204 1.2292 -4.8439
C: -5.1731 1.3551 -0.3558
C: -3.1495 -2.3688 5.8734
C: -2.5573 1.9570 -0.0603
C: -1.6356 -5.2896 4.0196
C: 3.4167 -2.8155 -1.1445
C: -2.4651 -1.3037 5.3120
C: -4.3644 -2.1376 1.3451
C: -4.5459 -2.3529 5.7952
C: 6.8429 0.0217 -5.2818
H: -1.8845 0.0862 -5.5626
H: 1.0474 -0.3600 1.7095
H: -0.3112 2.5953 1.9445
H: -2.7333 6.8325 -1.5295
H: 4.1595 -0.9595 2.3570
H: -2.8803 -2.9955 -1.8947
H: -1.3829 -1.2753 5.2693
H: 0.6884 4.8567 -6.5620
H: 0.7150 -3.3006 -3.1263
H: -2.1032 -7.4732 1.5054
H: 7.0827 -2.0472 -4.7358
H: -0.8524 -1.4290 2.8376
H: -1.4859 2.0920 0.0084
H: -1.6687 -0.0681 2.0273
H: 5.0469 0.0860 -1.9253
H: -1.6864 -1.6223 1.2851
H: 1.7977 1.5169 3.1589
H: 5.0708 2.1440 -3.3656
H: -2.8836 2.0368 2.0324
H: 7.4404 -1.2630 0.9023
H: -0.2305 -3.7411 1.4080
H: -5.1460 0.3505 4.1387
H: 6.3184 2.0718 -5.5255
H: -0.4681 7.5736 -1.1462
H: 0.5817 -1.6194 0.5937
H: -4.9309 -5.2707 2.4020
H: 7.0751 1.9268 3.7437
H: 5.3633 2.1253 -0.1431
H: -0.9530 4.6454 0.5650
H: 4.3769 -2.3137 -1.0939
H: -1.6964 2.0353 3.8946
H: -3.9873 -1.1871 1.7028
H: 2.2530 2.6556 4.3767
H: 2.6531 1.1345 -6.1459
H: -2.7921 6.0245 1.3249
H: -4.7338 1.4949 -2.4472
H: -5.2796 1.3997 1.8367
H: -3.2277 4.5299 -2.1754
H: -6.2267 1.1464 -0.4840
H: 7.8921 -0.4082 3.2089
H: 1.8374 -5.0820 0.5478
H: -2.7178 -3.8935 -4.1966
H: 5.8001 3.1908 2.0281
H: 7.2792 -0.0634 -6.2661
H: -3.8459 -3.1554 3.1639
H: -2.2980 -2.2907 -6.0486
H: 1.4343 5.8685 -1.4939
H: -2.3621 -7.2768 3.9774
H: -5.1214 -3.1840 6.1858
H: 0.8229 0.4686 -4.4270
H: -3.5418 3.6600 4.5645
H: -2.3462 -0.6036 -1.5186
H: -1.0624 4.0500 -4.9321
H: -1.8761 -5.1942 5.0698
H: 2.5854 3.2767 -7.0793
H: 0.8655 3.6681 -2.2155
H: 4.2809 -2.5574 1.6563
H: 1.1729 -0.2377 -1.2750
H: 2.7668 -1.8717 -2.9853
H: -5.9744 -3.7076 -1.1877
H: -4.9823 -1.5298 -0.6525
H: -2.6964 0.5105 4.1998
H: -2.6561 -3.1991 6.3566
H: 0.1196 -4.7170 -1.1985
H: -0.7045 -3.3711 3.7051

Summary:
E_HOMO (alpha / beta), eV: -10.9 / -10.9
Energy, Ha: -6764.70067
Charge: +1
Energy relative to the best compared isomer or geometry (same formula, charge and spin), kcal/mol: 0.0
Orbital gap (alpha / beta), eV: 8.4 / 7.7
Multiplicity: 3

---

Entry 3:
Molecular formula: C61H66Cl4F3N11NiO3
Method: DFT, ωB97M-V/def2-TZVPD

Cartesian coordinates (Å):
Ni: 2.3219 0.5160 1.3536
Cl: 5.9822 -4.0729 3.8809
Cl: 5.9077 -3.5945 1.0121
Cl: -0.9223 -4.5094 5.6971
Cl: -1.2111 -4.2325 2.7824
F: -0.7365 -0.6837 -2.1389
F: -0.9377 1.4661 -2.0333
F: 1.0199 0.5838 -2.2903
O: 3.7405 -0.7206 1.8208
O: 0.5766 1.4057 0.5052
O: 1.0276 -0.6958 0.0718
N: 3.5445 1.0717 -0.4074
N: -3.9468 -1.8737 -2.2082
N: 1.1522 5.0842 -1.0988
N: 3.0869 2.2351 2.3330
N: 2.4886 -5.3878 4.0377
N: -5.0555 1.3615 -2.8574
N: 1.2560 0.1132 3.1810
N: -2.7829 0.1506 -6.2284
N: -5.3550 0.7145 2.5280
N: -1.9397 3.9238 3.1294
N: 3.5867 -2.0610 -6.7441
C: -2.8472 -3.2254 -0.5148
C: -2.0934 4.5174 0.8043
C: 0.4732 1.0145 3.8068
C: 0.6970 6.0295 -3.6677
C: -0.2666 0.8006 4.9451
C: 2.6307 3.4832 2.1028
C: 2.4620 -5.9292 5.2591
C: 0.5546 4.3417 -2.0099
C: 1.3066 6.8388 -2.7063
C: -2.9862 -2.7109 -1.8037
C: 2.6840 -2.2298 -4.1131
C: 0.5565 -2.0385 0.2268
C: 0.2554 4.7835 -3.3127
C: -1.2364 -1.4554 -5.3412
C: 0.5381 -1.4186 4.8690
C: 1.4609 6.3578 -1.4240
C: -4.6108 4.1122 -3.0319
C: 2.3548 -1.1573 -4.9135
C: 4.7844 3.1649 3.7544
C: -3.5950 3.2702 -2.6229
C: 1.7312 -2.9631 0.3610
C: -1.1760 -0.8947 -7.6544
C: 4.9358 -4.0493 2.4580
C: 1.7224 -5.9182 3.0723
C: -1.8333 -5.0721 4.2456
C: 3.2122 4.5922 2.6595
C: 4.7360 0.4525 -2.4043
C: -3.1392 4.5064 3.3049
C: -6.0385 2.2093 -3.1781
C: 2.8794 -1.0694 -6.1985
C: -1.4466 3.9311 1.8942
C: 1.2333 -1.1029 3.7233
C: -3.1205 -0.6442 3.3691
C: -4.3754 -1.1469 3.6434
C: 1.0345 -7.6820 4.5391
C: -5.8578 3.5765 -3.3211
C: 3.4377 2.3100 -0.9146
C: 3.4081 -3.2774 -4.6673
C: -0.2117 -0.4730 5.5320
C: -2.3054 -0.5646 -5.2142
C: -3.8787 1.9058 -2.5529
C: -5.4794 -0.4104 3.1998
C: 4.1683 2.0934 3.1137
C: -4.7825 -1.4428 -1.2562
C: -3.8727 5.0529 2.2797
C: -3.3656 5.0490 0.9781
C: 3.8632 2.6659 -2.1747
C: 4.3303 4.4466 3.4651
C: 1.7449 -7.0757 5.5517
C: -2.2168 -0.0048 -7.4264
C: 4.4767 1.6994 -2.9551
C: -4.6979 -1.8465 0.0739
C: 4.1461 0.1693 -1.1714
C: 0.9844 -7.0710 3.2989
C: -2.9626 0.5036 2.5948
C: -0.6895 -1.6496 -6.5927
C: -4.1295 1.1509 2.1934
C: 3.8251 -3.1537 -5.9880
C: 0.0497 0.3327 -0.1183
C: -0.1555 0.4356 -1.6414
C: -3.7390 -2.7707 0.4454
H: 1.7196 -0.3511 -4.5692
H: -2.8821 -4.8704 4.4262
H: 2.6623 -0.2718 -6.8981
H: -2.5414 0.6222 -8.2477
H: 5.6344 3.0785 4.4148
H: 4.5893 -5.0668 2.3458
H: 0.5495 -2.4286 5.2520
H: 1.7462 -5.4554 2.0963
H: -1.6303 4.4625 -0.1716
H: 4.8325 5.2383 4.0060
H: 0.5166 6.4004 -4.6695
H: 1.8421 -1.8964 3.3045
H: -3.7179 -3.0527 1.4907
H: 1.5867 7.8585 -2.9353
H: -0.4736 3.4702 1.7729
H: -5.5094 -0.6907 -1.5309
H: 4.4082 1.0442 3.2526
H: -2.2158 -2.9168 -2.5388
H: -0.9079 0.0361 0.3392
H: -3.7922 5.4731 0.0795
H: 1.7730 -7.4800 6.5553
H: -2.2485 -1.2689 3.5420
H: 4.1690 -3.3004 2.6037
H: 0.4073 1.9957 3.3490
H: -4.4481 5.1678 -3.2157
H: 3.6989 3.7002 -2.4452
H: -0.9061 1.5750 5.3426
H: -2.6097 3.6616 -2.4096
H: 0.2833 -7.4026 2.5414
H: -4.0664 2.0457 1.5872
H: 1.8398 6.9984 -0.6389
H: 2.2826 -2.2907 -3.1090
H: -6.4786 -0.8013 3.3657
H: 0.0027 -2.3759 -0.6521
H: 3.0130 -5.3139 5.9599
H: -7.0371 1.8162 -3.3318
H: -4.4958 -2.1046 4.1324
H: -1.6994 -6.1383 4.1078
H: -1.9833 0.8696 2.3152
H: -6.6705 4.2035 -3.6607
H: 2.2632 -2.7730 1.2935
H: -0.0499 -2.0456 1.1392
H: 5.2317 -0.2981 -3.0022
H: 3.6819 -4.1314 -4.0631
H: -2.0373 -3.8992 -0.2726
H: 4.6954 1.9384 -3.9898
H: -0.8592 -0.7793 6.3434
H: -3.5193 4.4278 4.3155
H: 1.4498 -4.0186 0.3155
H: 1.7757 3.5843 1.4447
H: 4.3906 -3.9051 -6.5209
H: -0.2823 4.1282 -3.9841
H: -2.7476 -0.4477 -4.2318
H: -0.8050 -0.9458 -8.6704
H: -4.8523 5.4535 2.5085
H: -0.9371 -2.0918 -4.5196
H: 0.1098 -2.3669 -6.7294
H: 2.7704 5.5673 2.4998
H: 4.1462 -1.5656 1.7277
H: -5.4555 -1.5164 0.7697
H: 4.2785 -0.8134 -0.7320
H: 0.4871 -8.6026 4.6977
H: 2.9923 3.0719 -0.2902
H: -3.1272 1.1811 -2.2698
H: 0.3205 3.3316 -1.6940
H: 2.4646 -2.8677 -0.4444

Summary:
E_HOMO (alpha / beta), eV: -8.3 / -8.1
Energy, Ha: -6840.75067
Orbital gap (alpha / beta), eV: 8.4 / 8.3
Multiplicity: 3